a) Molecular formula: C5H15N3
Method: DFT, ωB97M-V/def2-TZVPD

Geometry (Å):
C1 0.98 -2.76 -0.81
N1 0.70 -1.32 -1.06
C2 -0.24 -0.93 0.01
C3 0.51 0.25 0.66
N2 0.08 0.30 2.06
C4 0.47 1.49 -0.16
C5 -0.86 2.02 -0.69
N3 -1.89 1.78 0.19
H1 0.41 -3.43 -0.15
H2 0.95 -3.25 -1.86
H3 1.99 -2.94 -0.37
H4 0.40 -1.27 -2.11
H5 -0.42 -1.82 0.75
H6 -1.08 -0.51 -0.66
H7 1.62 -0.23 0.67
H8 0.56 0.79 2.71
H9 -0.93 0.63 1.98
H10 1.20 1.44 -0.87
H11 1.09 2.19 0.49
H12 -1.11 1.29 -1.54
H13 -0.73 3.05 -0.85
H14 -1.87 2.41 0.96
H15 -1.84 0.83 0.66

Results
- LUMO level (eV) = 1.059
- orbital gap (eV) = 9.8
- E_HOMO (eV) = -8.70

***

b) Molecular formula: C5H15N3
Method: DFT, ωB97M-V/def2-TZVPD

Geometry (Å):
C1 -1.61 1.06 -0.02
C2 -1.65 -0.44 -0.03
N1 -0.59 -1.06 -0.71
C3 -2.67 -1.12 0.50
N2 -2.76 -2.53 0.56
H1 -0.77 1.41 0.58
H2 -1.48 1.43 -1.04
H3 -2.53 1.47 0.39
H4 -0.38 -1.98 -0.36
H5 0.25 -0.49 -0.72
H6 -3.48 -0.60 0.99
H7 -2.29 -2.97 -0.22
H8 -3.72 -2.85 0.60
C4 2.45 0.20 0.96
N3 2.10 0.34 -0.44
C5 2.20 1.70 -0.92
H9 1.73 0.78 1.55
H10 3.46 0.57 1.20
H11 2.37 -0.84 1.25
H12 2.71 -0.26 -0.99
H13 3.21 2.13 -0.79
H14 1.94 1.73 -1.97
H15 1.50 2.32 -0.36

Results
- LUMO level (eV) = 0.979
- orbital gap (eV) = 7.8
- E_HOMO (eV) = -6.84

***

Sorted by energy, starting with the most stable: b), a).

***

a) Molecular formula: C46H52MnN14OS3
Method: DFT, ωB97M-V/def2-TZVPD

Geometry (Å):
Mn1 1.60 0.25 0.44
C1 5.82 -3.11 -0.19
N1 5.06 -2.26 0.73
C2 5.05 -2.84 2.04
C3 4.23 -1.25 0.41
N2 3.09 -0.98 1.04
N3 4.65 -0.44 -0.68
C4 3.84 0.02 -1.70
N4 4.58 0.52 -2.70
N5 2.53 -0.06 -1.66
H1 5.38 -4.14 -0.34
H2 6.83 -3.27 0.16
H3 5.88 -2.68 -1.18
H4 6.05 -2.73 2.52
H5 4.84 -3.93 1.92
H6 4.30 -2.42 2.75
H7 2.84 -1.77 1.61
H8 5.61 -0.54 -0.94
H9 5.53 0.68 -2.56
H10 4.18 1.09 -3.39
H11 2.12 0.35 -2.49
N6 0.36 1.58 -0.37
S1 -1.00 2.10 -0.54
N7 -2.07 1.44 -1.59
S2 -2.13 -0.13 -1.80
N8 -2.06 -0.95 -0.51
S3 -0.91 -1.77 0.23
N9 0.43 -1.26 0.46
C5 -1.88 -2.11 1.72
C6 -1.84 -3.36 2.31
C7 -2.62 -3.60 3.43
C8 -3.36 -2.60 3.96
C9 -3.32 -1.31 3.43
C10 -2.55 -1.04 2.32
C11 -0.92 -3.32 -0.68
C12 0.29 -3.70 -1.27
C13 0.30 -4.86 -2.06
C14 -0.86 -5.58 -2.25
C15 -2.01 -5.22 -1.58
C16 -2.06 -4.07 -0.82
C17 -3.78 -0.37 -2.34
C18 -4.29 0.28 -3.46
C19 -5.60 0.13 -3.79
C20 -6.46 -0.58 -2.95
C21 -5.99 -1.22 -1.79
C22 -4.62 -1.12 -1.52
C23 -1.07 -0.66 -3.09
C24 -1.25 -1.94 -3.57
C25 -0.44 -2.39 -4.61
C26 0.52 -1.51 -5.19
C27 0.57 -0.21 -4.78
C28 -0.17 0.22 -3.66
C29 -2.01 2.29 0.98
C30 -3.40 2.42 0.97
C31 -4.05 2.45 2.19
C32 -3.33 2.59 3.38
C33 -1.95 2.52 3.36
C34 -1.30 2.30 2.14
C35 -0.89 3.79 -1.19
C36 -0.07 4.71 -0.50
C37 0.02 6.01 -1.01
C38 -0.77 6.38 -2.09
C39 -1.49 5.40 -2.78
C40 -1.55 4.08 -2.36
H12 -1.34 -4.22 1.85
H13 -2.70 -4.58 3.84
H14 -3.98 -2.77 4.82
H15 -3.96 -0.54 3.84
H16 -2.51 -0.05 1.84
H17 1.20 -3.19 -1.04
H18 1.19 -5.17 -2.57
H19 -0.86 -6.45 -2.88
H20 -2.93 -5.82 -1.73
H21 -3.03 -3.79 -0.43
H22 -3.59 0.82 -4.12
H23 -6.03 0.58 -4.70
H24 -7.46 -0.73 -3.30
H25 -6.70 -1.81 -1.18
H26 -4.19 -1.59 -0.63
H27 -1.98 -2.59 -3.14
H28 -0.53 -3.41 -4.95
H29 1.04 -1.81 -6.07
H30 1.19 0.51 -5.30
H31 -0.05 1.25 -3.21
H32 -3.91 2.35 0.05
H33 -5.13 2.56 2.22
H34 -3.92 2.86 4.25
H35 -1.34 2.75 4.24
H36 -0.23 2.23 2.11
H37 0.40 4.38 0.41
H38 0.67 6.75 -0.49
H39 -0.85 7.41 -2.45
H40 -1.98 5.66 -3.70
H41 -2.11 3.31 -2.95
N10 3.67 5.19 0.03
C41 3.85 4.01 0.58
C42 2.96 2.96 0.26
N11 3.00 1.84 0.95
C43 3.98 1.69 1.88
C44 4.93 2.71 2.07
N12 4.90 3.85 1.44
H42 3.01 5.32 -0.73
H43 4.28 5.97 0.18
H44 2.16 3.06 -0.49
H45 3.94 0.81 2.50
H46 5.73 2.65 2.83
C45 0.33 0.11 6.05
N13 0.74 0.72 4.79
C46 0.92 0.07 3.60
N14 0.72 -1.29 3.56
O1 1.32 0.73 2.65
H47 0.30 0.93 6.76
H48 1.12 -0.55 6.36
H49 -0.67 -0.30 6.04
H50 1.06 1.67 4.74
H51 0.09 -1.71 4.22
H52 0.81 -1.66 2.62

Results
- net charge = +3
- LUMO level (alpha / beta) (eV) = -8.038 / -6.829
- orbital gap (alpha / beta) (eV) = 6.9 / 8.1
- E_HOMO (alpha / beta) (eV) = -14.91 / -14.89
- 2S+1 = 5

***

b) Molecular formula: C46H52MnN14OS3
Method: DFT, ωB97M-V/def2-TZVPD

Geometry (Å):
Mn1 0.03 -1.74 -1.06
C1 4.93 -3.45 0.89
N1 4.27 -2.41 0.12
C2 4.62 -1.04 0.39
C3 3.10 -2.62 -0.59
N2 2.31 -1.70 -1.09
N3 2.78 -3.96 -0.77
C4 1.51 -4.47 -1.00
N4 1.55 -5.82 -1.19
N5 0.44 -3.78 -0.96
H1 5.62 -3.01 1.59
H2 5.46 -4.15 0.25
H3 4.25 -4.02 1.52
H4 5.70 -0.93 0.60
H5 4.02 -0.64 1.20
H6 4.42 -0.44 -0.49
H7 2.64 -0.77 -0.82
H8 3.42 -4.64 -0.45
H9 2.35 -6.18 -1.69
H10 0.67 -6.29 -1.33
H11 -0.34 -4.36 -1.26
N6 -0.31 0.10 -1.50
S1 0.17 1.54 -1.36
N7 0.81 2.07 0.02
S2 -0.10 2.19 1.28
N8 -1.08 1.04 1.58
S3 -0.66 -0.55 1.79
N9 0.08 -1.33 0.80
C5 0.13 -0.50 3.37
C6 -0.52 0.11 4.41
C7 0.05 0.08 5.68
C8 1.23 -0.61 5.87
C9 1.90 -1.17 4.80
C10 1.31 -1.17 3.53
C11 -2.28 -1.21 2.20
C12 -2.33 -2.27 3.09
C13 -3.52 -2.86 3.39
C14 -4.67 -2.38 2.79
C15 -4.64 -1.40 1.81
C16 -3.42 -0.79 1.54
C17 -1.14 3.59 1.28
C18 -2.50 3.39 1.18
C19 -3.31 4.47 1.01
C20 -2.78 5.76 0.94
C21 -1.42 5.96 1.06
C22 -0.61 4.87 1.20
C23 1.11 2.53 2.50
C24 0.76 3.14 3.69
C25 1.72 3.28 4.69
C26 3.02 2.86 4.43
C27 3.37 2.28 3.23
C28 2.44 2.09 2.25
C29 1.48 1.90 -2.49
C30 1.22 1.76 -3.83
C31 2.11 2.15 -4.81
C32 3.32 2.71 -4.44
C33 3.63 2.81 -3.09
C34 2.74 2.38 -2.10
C35 -1.05 2.72 -1.88
C36 -0.78 4.09 -1.88
C37 -1.73 4.96 -2.35
C38 -2.92 4.46 -2.84
C39 -3.22 3.10 -2.81
C40 -2.24 2.22 -2.35
H12 -1.49 0.57 4.29
H13 -0.44 0.58 6.49
H14 1.71 -0.63 6.86
H15 2.89 -1.61 4.96
H16 1.78 -1.65 2.68
H17 -1.41 -2.59 3.59
H18 -3.53 -3.61 4.20
H19 -5.62 -2.79 3.07
H20 -5.57 -1.12 1.34
H21 -3.35 -0.01 0.78
H22 -2.92 2.39 1.28
H23 -4.40 4.42 0.98
H24 -3.43 6.58 0.74
H25 -1.06 6.97 0.98
H26 0.46 5.10 1.31
H27 -0.27 3.50 3.85
H28 1.50 3.76 5.64
H29 3.76 2.97 5.19
H30 4.38 1.95 3.18
H31 2.72 1.64 1.32
H32 0.27 1.36 -4.11
H33 1.79 2.05 -5.82
H34 4.06 2.98 -5.19
H35 4.58 3.28 -2.84
H36 2.99 2.50 -1.04
H37 0.22 4.42 -1.60
H38 -1.56 6.01 -2.36
H39 -3.69 5.13 -3.18
H40 -4.16 2.77 -3.15
H41 -2.43 1.16 -2.38
N10 -4.26 -5.12 1.01
C41 -3.88 -4.19 0.09
C42 -2.52 -3.80 0.03
N11 -2.17 -2.87 -0.85
C43 -3.11 -2.32 -1.67
C44 -4.43 -2.69 -1.55
N12 -4.80 -3.62 -0.70
H42 -3.60 -5.86 1.30
H43 -5.20 -5.51 0.89
H44 -1.73 -4.17 0.64
H45 -2.76 -1.54 -2.34
H46 -5.22 -2.24 -2.14
C45 0.32 -1.68 -6.62
N13 -0.20 -1.89 -5.27
C46 0.45 -1.76 -4.11
N14 1.73 -1.30 -4.09
O1 -0.18 -2.08 -3.04
H47 -0.52 -1.77 -7.31
H48 1.09 -2.39 -6.87
H49 0.77 -0.69 -6.70
H50 -1.10 -2.32 -5.15
H51 2.10 -0.96 -4.97
H52 2.27 -1.26 -3.23

Results
- net charge = +3
- LUMO level (alpha / beta) (eV) = -7.616 / -6.590
- orbital gap (alpha / beta) (eV) = 7.3 / 8.3
- E_HOMO (alpha / beta) (eV) = -14.90 / -14.90
- 2S+1 = 5

***

Sorted by energy, starting with the most stable: b), a).

***

a) Molecular formula: C19H23NO4S
Method: DFT, ωB97M-V/def2-TZVPD

Geometry (Å):
C1 -0.20 -1.31 2.19
C2 -0.54 -1.62 0.76
C3 0.46 -2.03 -0.11
C4 0.19 -2.32 -1.43
C5 -1.10 -2.19 -1.91
C6 -2.11 -1.80 -1.06
C7 -1.85 -1.50 0.28
C8 -2.99 -1.10 1.15
S1 -3.80 0.45 0.60
O1 -4.24 0.33 -0.76
O2 -4.79 0.77 1.59
C9 -2.54 1.81 0.67
C10 -1.47 1.57 -0.30
C11 -1.49 1.51 -1.67
C12 -0.18 1.18 -2.07
C13 0.56 1.07 -0.93
C14 1.99 0.72 -0.77
O3 2.69 0.46 -1.72
N1 2.40 0.73 0.52
C15 3.74 0.44 0.97
C16 4.25 -0.95 0.58
C17 5.78 -0.85 0.60
C18 6.11 0.65 0.72
C19 4.81 1.36 0.36
O4 -0.22 1.31 0.16
H1 -0.45 -0.28 2.44
H2 0.86 -1.46 2.36
H3 -0.74 -1.96 2.87
H4 1.47 -2.13 0.27
H5 0.99 -2.62 -2.09
H6 -1.32 -2.40 -2.95
H7 -3.12 -1.69 -1.42
H8 -3.81 -1.82 1.11
H9 -2.72 -0.92 2.18
H10 -2.17 1.84 1.69
H11 -3.12 2.70 0.45
H12 -2.35 1.66 -2.29
H13 0.18 1.05 -3.07
H14 1.71 0.96 1.22
H15 3.75 0.55 2.06
H16 3.90 -1.17 -0.43
H17 3.87 -1.72 1.26
H18 6.20 -1.40 1.44
H19 6.20 -1.27 -0.31
H20 6.93 0.94 0.06
H21 6.40 0.89 1.74
H22 4.76 2.38 0.76
H23 4.67 1.39 -0.72

Results
- LUMO level (eV) = 0.409
- orbital gap (eV) = 8.9
- E_HOMO (eV) = -8.52

***

b) Molecular formula: C19H23NO4S
Method: DFT, ωB97M-V/def2-TZVPD

Geometry (Å):
C1 2.46 4.02 -3.93
C2 2.16 2.94 -2.89
C3 1.33 3.53 -1.75
C4 3.47 2.34 -2.35
C5 3.37 0.85 -2.03
O1 2.43 0.57 -0.99
C6 1.32 -0.08 -1.30
O2 1.02 -0.44 -2.41
C7 0.47 -0.33 -0.08
C8 -0.40 -1.58 -0.19
C9 -0.31 -2.61 0.93
O3 0.70 -3.08 1.41
N1 -1.57 -2.93 1.29
C10 -1.87 -3.82 2.39
C11 -2.20 -3.05 3.63
C12 -1.33 -2.37 4.43
C13 -1.98 -1.69 5.49
C14 -3.33 -1.85 5.47
S1 -3.84 -2.84 4.15
C15 -2.61 -2.13 0.67
C16 -1.83 -1.00 0.03
C17 -2.18 -0.26 -1.24
C18 -1.42 0.83 -1.20
C19 -0.66 0.76 0.11
O4 -1.57 0.06 0.94
H1 1.53 4.46 -4.29
H2 2.99 3.60 -4.78
H3 3.07 4.81 -3.49
H4 1.58 2.15 -3.37
H5 0.36 3.87 -2.12
H6 1.84 4.39 -1.32
H7 1.16 2.80 -0.97
H8 3.78 2.88 -1.45
H9 4.26 2.44 -3.09
H10 4.33 0.47 -1.67
H11 3.06 0.29 -2.92
H12 1.10 -0.34 0.81
H13 -0.27 -2.07 -1.16
H14 -2.70 -4.47 2.10
H15 -0.97 -4.42 2.55
H16 -0.27 -2.37 4.27
H17 -1.46 -1.11 6.23
H18 -4.06 -1.46 6.14
H19 -3.31 -1.74 1.42
H20 -3.17 -2.71 -0.08
H21 -2.83 -0.62 -2.01
H22 -1.30 1.61 -1.93
H23 -0.34 1.69 0.56

Results
- LUMO level (eV) = 0.699
- orbital gap (eV) = 9.5
- E_HOMO (eV) = -8.83

***

Sorted by energy, starting with the most stable: a), b).

***

a) Molecular formula: C5H11NO2
Method: DFT, ωB97M-V/def2-TZVPD

Geometry (Å):
C1 0.45 -1.83 -1.63
C2 0.00 -0.48 -1.45
N1 0.08 -0.14 -0.11
C3 0.86 0.97 1.82
C4 0.35 1.10 0.42
C5 0.24 2.29 -0.21
O1 -0.42 -1.53 2.36
O2 -0.47 0.29 -2.27
H1 -4.22 -0.71 0.62
H2 0.46 -2.50 -0.78
H3 0.54 -2.15 -2.65
H4 0.09 -0.90 0.60
H5 0.80 1.93 2.36
H6 0.21 0.27 2.35
H7 1.90 0.68 1.83
H8 -3.76 -1.26 0.41
H9 0.57 3.16 0.36
H10 0.45 2.39 -1.26
H11 -0.98 -2.27 2.62

Results
- net charge = -1
- LUMO level (alpha / beta) (eV) = 3.893 / 2.226
- orbital gap (alpha / beta) (eV) = 7.5 / 5.8
- E_HOMO (alpha / beta) (eV) = -3.60 / -3.60
- 2S+1 = 2

***

b) Molecular formula: C5H11NO2
Method: DFT, ωB97M-V/def2-TZVPD

Geometry (Å):
C1 -2.07 0.16 -1.32
N1 -0.83 0.68 -0.74
C2 -0.31 -0.29 0.28
C3 1.19 0.05 0.57
C4 1.98 0.34 -0.68
O1 1.62 -1.09 1.34
C5 -1.03 -0.42 1.61
O2 -1.09 0.61 2.37
H1 -2.41 -0.77 -0.86
H2 -1.83 -0.13 -2.35
H3 -2.78 0.98 -1.37
H4 -1.12 1.49 -0.20
H5 -0.28 -1.24 -0.27
H6 1.28 0.84 1.29
H7 1.97 -0.50 -1.38
H8 1.56 1.24 -1.13
H9 3.01 0.67 -0.50
H10 2.55 -1.17 1.56
H11 -1.40 -1.44 1.79

Results
- net charge = -1
- LUMO level (alpha / beta) (eV) = 3.892 / 3.830
- orbital gap (alpha / beta) (eV) = 3.6 / 6.9
- E_HOMO (alpha / beta) (eV) = 0.26 / -3.12
- 2S+1 = 2

***

Sorted by energy, starting with the most stable: b), a).

***

a) Molecular formula: C10H13O2
Method: DFT, ωB97M-V/def2-TZVPD

Geometry (Å):
C1 -0.72 -1.48 0.74
C2 -1.36 2.22 1.41
C3 -2.42 2.16 2.31
C4 -0.95 1.05 0.71
C5 -1.29 -0.18 1.21
C6 -3.00 0.92 2.56
C7 -2.51 -0.20 1.93
H1 -1.01 3.20 1.12
H2 -2.84 3.10 2.64
H3 -0.17 1.14 -0.03
H4 -3.86 0.78 3.21
H5 -0.91 -1.87 -0.27
H6 -0.99 -2.39 1.30
H7 -3.08 -1.12 1.81
H8 0.37 -1.44 0.73
C8 2.21 0.10 -2.50
C9 2.48 0.98 -1.23
C10 2.03 -1.39 -2.15
O1 0.86 -1.82 -2.16
O2 3.07 -2.03 -1.82
H9 1.31 0.41 -3.02
H10 3.13 0.23 -3.06
H11 1.96 1.93 -1.28
H12 3.56 1.14 -1.24
H13 2.29 0.54 -0.25

Results
- net charge = -1
- LUMO level (eV) = 3.175
- orbital gap (eV) = 7.2
- E_HOMO (eV) = -3.98

***

b) Molecular formula: C10H13O2
Method: DFT, ωB97M-V/def2-TZVPD

Geometry (Å):
C1 0.26 -3.08 1.14
C2 0.49 -2.01 2.21
O1 1.28 -2.33 3.14
O2 -0.10 -0.91 2.07
H1 0.20 -4.10 1.51
H2 1.02 -2.96 0.36
H3 -0.66 -2.85 0.60
C3 1.49 0.99 -0.10
C4 1.69 2.08 0.93
C5 0.15 0.92 -0.77
C6 -1.00 1.30 -0.08
C7 -0.03 0.38 -2.04
C8 -2.27 1.03 -0.54
C9 -1.31 0.13 -2.54
C10 -2.42 0.44 -1.79
H4 2.26 1.09 -0.89
H5 1.69 0.01 0.35
H6 0.97 1.93 1.74
H7 -0.87 1.71 0.91
H8 0.84 0.09 -2.58
H9 -3.17 1.20 0.04
H10 -1.38 -0.23 -3.56
H11 -3.42 0.15 -2.11
H12 1.70 3.06 0.47
H13 2.61 1.94 1.51

Results
- net charge = -1
- LUMO level (eV) = 3.459
- orbital gap (eV) = 7.4
- E_HOMO (eV) = -3.91

***

Sorted by energy, starting with the most stable: b), a).

***

a) Molecular formula: C4H10NO2P
Method: DFT, ωB97M-V/def2-TZVPD

Geometry (Å):
C1 -2.57 -0.26 0.35
C2 -1.44 -0.44 -0.68
P1 -0.12 0.87 0.03
O1 -0.79 2.08 0.39
N1 1.20 0.78 -0.96
C3 2.33 0.23 -0.25
C4 1.67 -0.76 0.73
O2 0.63 0.04 1.34
H1 -2.25 -0.60 1.34
H2 -2.89 0.82 0.52
H3 -3.51 -0.89 -0.04
H4 -1.69 -0.16 -1.64
H5 -1.03 -1.43 -0.54
H6 1.28 1.61 -1.54
H7 2.88 1.05 0.26
H8 2.94 -0.23 -0.93
H9 1.11 -1.50 0.17
H10 2.26 -1.22 1.45

Results
- LUMO level (eV) = 0.901
- orbital gap (eV) = 10.7
- E_HOMO (eV) = -9.77

***

b) Molecular formula: C4H10NO2P
Method: DFT, ωB97M-V/def2-TZVPD

Geometry (Å):
O1 2.25 1.64 0.25
P1 2.03 0.19 -0.62
O2 3.14 -0.78 0.02
C1 0.29 -0.25 0.67
C2 -0.49 -1.38 -0.01
C3 -1.49 -0.54 -0.84
C4 -1.23 0.99 -0.61
N1 -0.44 0.98 0.62
H1 1.23 1.86 0.52
H2 3.06 -1.00 0.92
H3 0.64 -0.39 1.71
H4 -1.10 -1.90 0.79
H5 0.14 -2.14 -0.50
H6 -1.38 -0.85 -1.87
H7 -2.52 -0.66 -0.46
H8 -0.79 1.50 -1.56
H9 -2.25 1.46 -0.36
H10 -1.09 1.27 1.34

Results
- LUMO level (eV) = 0.766
- orbital gap (eV) = 8.9
- E_HOMO (eV) = -8.12

***

Sorted by energy, starting with the most stable: a), b).